ORCA calculation (wB97M-V/def2-TZVPD) on a 2-piece molecular cluster, C2H4O3 overall in a non-equilibrium geometry.

Values from the calculation:
- SMILES: O=CO.C=O
- E_LUMO: -0.0985 eV
- Orbital gap: 10.4 eV
- Energy above the lowest of the compared OMol25 structures with the same formula, charge and spin: 53.1 kcal/mol
- E: -304.256999 Ha
- HOMO energy: -10.50 eV

Structure (ORCA input):
```
! wB97M-V def2-TZVPD RIJCOSX def2/J DEFGRID3
* xyz 0 1
O 0.442 -2.386 1.070
C 1.051 -1.488 0.559
O 0.531 -0.381 0.114
H 2.112 -1.573 0.353
H 0.062 0.367 -0.248
C -1.507 1.932 -0.642
O -0.362 2.019 -0.980
H -2.306 1.674 -1.353
H -1.778 2.108 0.420
*
```